12
Properties=species:S:1:pos:R:3:lowdin_charge:R:1 method="wB97M-V/def2-TZVPD" orbital_gap_ev=7.63 total_energy_ha=-1488.6308 homo_ev=-12.15 total_charge=+1
F -2.281 0.064 2.439 -0.608
Yb -0.539 -0.767 1.860 1.500
O 1.282 0.136 0.874 -0.126
H 1.708 -0.230 0.090 0.129
C 2.023 -0.266 4.338 -0.023
O 1.463 -0.300 3.027 -0.308
C 2.186 0.316 1.989 -0.207
H 2.140 0.784 4.636 0.112
H 1.317 -0.771 5.002 0.109
H 2.984 -0.794 4.337 0.110
H 2.380 1.370 2.229 0.157
H 3.118 -0.223 1.777 0.155